[1]
{"formula": "C24H54N4O9P", "method": "the ωB97M-V functional and the def2-TZVPD basis", "species": ["C", "C", "C", "N", "C", "C", "C", "C", "N", "C", "N", "P", "N", "O", "H", "H", "H", "H", "H", "H", "H", "H", "H", "H", "H", "H", "H", "H", "C", "O", "C", "C", "O", "C", "H", "H", "H", "H", "H", "H", "H", "H", "H", "H", "C", "O", "C", "C", "O", "C", "H", "H", "H", "H", "H", "H", "H", "H", "H", "H", "C", "O", "C", "C", "O", "C", "H", "H", "H", "H", "H", "H", "H", "H", "H", "H", "C", "O", "C", "C", "O", "C", "H", "H", "H", "H", "H", "H", "H", "H", "H", "H"], "xyz": [[4.55, -2.94, 0.10], [3.24, -3.13, -0.03], [1.64, -2.90, -0.19], [1.24, -1.47, -0.14], [2.15, -0.47, 0.50], [2.85, 0.12, -0.83], [3.38, 1.63, -0.57], [3.56, 2.09, 0.80], [2.00, -0.19, -2.02], [0.79, -0.80, -1.38], [-0.48, -0.73, -1.81], [-1.87, -1.46, -0.93], [-1.65, -1.33, 0.84], [-1.92, -3.14, -1.39], [5.61, -2.65, 0.46], [1.26, -3.34, -1.19], [1.14, -3.50, 0.68], [2.78, -0.76, 1.42], [1.40, 0.34, 0.88], [3.81, -0.51, -1.04], [3.63, 2.30, -1.48], [2.73, 2.79, 1.22], [4.50, 1.84, 1.43], [2.42, -0.72, -2.79], [-0.71, -0.22, -2.69], [-1.25, -0.40, 1.08], [-0.98, -2.09, 1.13], [-1.53, -3.60, -0.59], [-5.75, -0.43, 5.47], [-5.22, -1.41, 4.58], [-4.12, -0.91, 3.82], [-2.79, -1.34, 4.42], [-2.58, -0.75, 5.71], [-2.90, -1.65, 6.77], [-6.35, -0.95, 6.22], [-4.97, 0.14, 5.98], [-6.40, 0.25, 4.91], [-4.18, 0.18, 3.72], [-4.21, -1.34, 2.81], [-1.98, -0.97, 3.78], [-2.70, -2.43, 4.47], [-2.07, -2.35, 6.92], [-3.82, -2.21, 6.57], [-3.04, -1.07, 7.68], [-1.80, 1.17, -5.76], [-2.40, 0.07, -5.08], [-3.68, 0.39, -4.53], [-4.81, -0.08, -5.43], [-4.81, 0.60, -6.68], [-4.19, -0.15, -7.71], [-1.01, 0.78, -6.40], [-2.51, 1.72, -6.37], [-1.35, 1.85, -5.03], [-3.75, 1.47, -4.33], [-3.75, -0.12, -3.57], [-5.76, 0.15, -4.94], [-4.77, -1.17, -5.58], [-4.90, -0.90, -8.09], [-3.28, -0.65, -7.38], [-3.93, 0.53, -8.53], [4.00, 4.31, -6.16], [2.76, 3.60, -6.14], [2.63, 2.77, -4.99], [1.79, 3.44, -3.91], [2.43, 4.60, -3.39], [1.92, 5.80, -3.98], [3.90, 5.14, -6.86], [4.26, 4.71, -5.18], [4.80, 3.64, -6.51], [3.62, 2.48, -4.61], [2.12, 1.85, -5.32], [1.68, 2.74, -3.07], [0.78, 3.67, -4.28], [0.98, 6.07, -3.50], [1.77, 5.70, -5.06], [2.65, 6.60, -3.80], [1.46, -2.34, 7.83], [1.24, -2.98, 6.58], [0.74, -2.08, 5.59], [1.85, -1.59, 4.67], [2.80, -0.80, 5.37], [3.96, -1.54, 5.73], [2.12, -2.97, 8.42], [1.93, -1.36, 7.72], [0.51, -2.23, 8.36], [0.21, -1.24, 6.06], [0.01, -2.64, 5.00], [1.40, -0.94, 3.90], [2.34, -2.43, 4.15], [4.63, -1.62, 4.86], [3.72, -2.54, 6.10], [4.48, -1.00, 6.52]], "largest_force_ev_per_a": 7.16, "energy_ev": -59419.3555, "total_charge": 1}

***

[2]
{"formula": "C24H55F3IO13PS8", "method": "the ωB97M-V functional and the def2-TZVPD basis", "species": ["O", "C", "O", "C", "O", "C", "P", "O", "I", "C", "C", "C", "O", "C", "C", "F", "F", "F", "H", "H", "H", "H", "H", "H", "H", "C", "S", "O", "C", "H", "H", "H", "H", "H", "H", "C", "S", "O", "C", "H", "H", "H", "H", "H", "H", "C", "S", "O", "C", "H", "H", "H", "H", "H", "H", "C", "S", "O", "C", "H", "H", "H", "H", "H", "H", "C", "S", "O", "C", "H", "H", "H", "H", "H", "H", "C", "S", "O", "C", "H", "H", "H", "H", "H", "H", "C", "S", "O", "C", "H", "H", "H", "H", "H", "H", "C", "S", "O", "C", "H", "H", "H", "H", "H", "H"], "xyz": [[3.24, -3.58, 1.47], [3.09, -2.31, 1.94], [4.22, -1.42, 2.34], [3.63, -0.13, 2.80], [4.39, 0.89, 3.25], [1.97, -0.17, 2.65], [0.71, 1.23, 3.01], [0.95, 2.39, 1.69], [1.29, 2.51, 5.04], [1.65, -1.52, 2.12], [0.24, -2.27, 1.74], [-0.85, -2.23, 2.97], [-1.72, -1.04, 3.00], [-2.58, -0.95, 1.81], [-3.97, -0.16, 2.15], [-5.13, -1.03, 1.84], [-4.00, 1.10, 1.35], [-3.91, 0.22, 3.60], [0.06, 2.50, 1.22], [0.50, -3.42, 1.58], [-0.21, -1.91, 0.70], [-1.51, -3.19, 3.07], [-0.21, -2.18, 3.98], [-2.73, -2.03, 1.38], [-1.98, -0.32, 1.00], [3.45, -6.63, 0.94], [2.57, -7.58, -0.32], [1.20, -6.99, -0.46], [2.42, -9.09, 0.66], [3.62, -5.62, 0.56], [2.85, -6.57, 1.85], [4.41, -7.10, 1.15], [1.89, -8.88, 1.59], [3.42, -9.48, 0.88], [1.86, -9.83, 0.08], [-5.75, 0.67, 7.69], [-4.53, 1.18, 6.46], [-3.26, 1.50, 7.19], [-5.33, 2.75, 6.04], [-5.44, -0.28, 8.13], [-5.82, 1.42, 8.49], [-6.73, 0.54, 7.21], [-5.42, 3.37, 6.93], [-6.31, 2.55, 5.61], [-4.71, 3.26, 5.30], [-1.53, 5.26, -1.85], [-1.80, 3.61, -1.16], [-0.57, 3.24, -0.39], [-1.74, 2.74, -2.74], [-1.49, 5.98, -1.03], [-0.59, 5.29, -2.40], [-2.36, 5.52, -2.51], [-0.78, 2.92, -3.23], [-2.56, 3.08, -3.38], [-1.85, 1.67, -2.55], [5.46, 1.72, -1.28], [4.06, 1.70, -0.14], [3.38, 0.37, -0.27], [3.06, 2.91, -1.03], [6.20, 1.00, -0.94], [5.12, 1.44, -2.29], [5.90, 2.72, -1.30], [2.87, 2.56, -2.05], [3.58, 3.87, -1.06], [2.11, 3.03, -0.51], [-5.43, 7.94, -4.16], [-5.70, 6.29, -3.47], [-4.47, 5.92, -2.70], [-5.64, 5.42, -5.05], [-5.39, 8.66, -3.34], [-4.49, 7.97, -4.71], [-6.26, 8.20, -4.82], [-4.68, 5.60, -5.54], [-6.46, 5.75, -5.69], [-5.75, 4.35, -4.86], [-3.44, 8.09, 6.96], [-3.96, 6.45, 6.40], [-5.34, 6.20, 6.94], [-2.80, 5.52, 7.44], [-4.07, 8.83, 6.47], [-3.56, 8.17, 8.04], [-2.40, 8.25, 6.69], [-2.96, 5.76, 8.49], [-1.77, 5.77, 7.15], [-2.97, 4.45, 7.28], [4.17, -6.20, -4.38], [3.90, -7.85, -3.69], [5.13, -8.22, -2.92], [3.96, -8.72, -5.27], [4.21, -5.48, -3.56], [5.11, -6.17, -4.93], [3.34, -5.94, -5.05], [4.92, -8.54, -5.76], [3.14, -8.38, -5.91], [3.85, -9.79, -5.08], [6.06, -4.32, -8.45], [4.66, -4.34, -7.30], [3.98, -5.68, -7.44], [3.66, -3.13, -8.20], [6.80, -5.05, -8.11], [5.72, -4.60, -9.45], [6.50, -3.33, -8.47], [3.47, -3.48, -9.22], [4.18, -2.17, -8.22], [2.71, -3.01, -7.68]], "largest_force_ev_per_a": 9.76, "energy_ev": -164608.6400}

***

[3]
{"formula": "C24H55NO10P", "method": "the ωB97M-V functional and the def2-TZVPD basis", "species": ["C", "C", "C", "C", "C", "C", "O", "P", "C", "C", "C", "C", "C", "C", "O", "N", "O", "O", "H", "H", "H", "H", "H", "H", "H", "H", "H", "H", "H", "H", "H", "H", "H", "H", "H", "H", "H", "H", "H", "H", "H", "H", "H", "H", "H", "C", "O", "C", "C", "O", "C", "C", "O", "C", "H", "H", "H", "H", "H", "H", "H", "H", "H", "H", "H", "H", "H", "H", "C", "O", "C", "C", "O", "C", "C", "O", "C", "H", "H", "H", "H", "H", "H", "H", "H", "H", "H", "H", "H", "H", "H"], "xyz": [[4.29, -1.20, 2.00], [5.34, -0.65, 0.97], [4.78, 0.41, -0.03], [3.98, 1.57, 0.63], [2.45, 1.26, 0.52], [1.65, 1.89, -0.67], [0.42, 1.16, -0.66], [0.04, 0.99, 1.06], [-1.57, 0.12, 0.52], [-1.45, -1.41, 0.24], [-1.07, -1.80, -1.22], [0.49, -1.82, -1.49], [-1.80, -0.98, -2.33], [-0.61, 1.16, 2.90], [0.36, 1.68, 3.87], [-0.23, 2.07, 5.03], [-0.70, 1.17, 5.65], [1.64, 1.51, 1.64], [3.25, -0.89, 1.79], [4.29, -2.31, 1.96], [4.51, -0.90, 3.04], [6.18, -0.22, 1.54], [5.68, -1.51, 0.36], [4.23, -0.10, -0.85], [5.66, 0.87, -0.52], [4.30, 1.66, 1.69], [4.27, 2.51, 0.13], [2.46, 0.18, 0.23], [2.16, 1.90, -1.65], [1.42, 2.91, -0.30], [0.60, -0.33, 1.22], [-0.50, 2.33, 0.91], [-2.01, 0.70, -0.31], [-2.29, 0.22, 1.37], [-2.47, -1.84, 0.41], [-0.80, -1.94, 0.96], [-1.38, -2.86, -1.36], [1.05, -1.22, -0.75], [0.88, -2.86, -1.40], [0.69, -1.49, -2.53], [-2.81, -0.73, -1.94], [-1.91, -1.57, -3.26], [-1.22, -0.07, -2.52], [-0.94, 0.15, 3.26], [-1.52, 1.81, 2.93], [5.09, 0.19, -3.77], [4.76, -0.77, -4.76], [3.67, -1.61, -4.40], [2.74, -1.87, -5.58], [1.98, -0.74, -6.00], [2.66, 0.34, -6.62], [3.22, 0.04, -8.00], [4.34, -0.83, -7.93], [4.37, -1.80, -8.95], [5.66, -0.28, -2.97], [5.69, 0.96, -4.24], [4.19, 0.66, -3.36], [3.09, -1.18, -3.58], [4.09, -2.57, -4.07], [2.01, -2.60, -5.25], [3.27, -2.32, -6.42], [3.42, 0.76, -5.97], [1.90, 1.12, -6.75], [3.56, 0.98, -8.46], [2.43, -0.39, -8.63], [3.39, -2.28, -9.07], [5.08, -2.57, -8.66], [4.69, -1.36, -9.90], [-8.53, -0.77, 5.03], [-7.13, -0.66, 5.13], [-6.46, -0.67, 3.88], [-5.33, 0.34, 3.83], [-5.73, 1.71, 3.81], [-6.32, 2.26, 4.98], [-5.37, 2.41, 6.16], [-5.04, 1.16, 6.73], [-3.67, 1.05, 7.10], [-8.82, -1.82, 4.84], [-8.97, -0.45, 5.97], [-8.94, -0.13, 4.24], [-7.16, -0.46, 3.06], [-6.05, -1.67, 3.73], [-4.80, 0.19, 2.88], [-4.60, 0.16, 4.61], [-7.22, 1.72, 5.27], [-6.64, 3.26, 4.69], [-5.87, 3.00, 6.94], [-4.47, 2.95, 5.83], [-3.01, 1.42, 6.32], [-3.45, 0.00, 7.26], [-3.49, 1.60, 8.04]], "largest_force_ev_per_a": 1.95, "energy_ev": -57026.1439, "total_charge": -1}

***

[4]
{"formula": "C24H56ClN3O", "method": "the ωB97M-V functional and the def2-TZVPD basis", "species": ["C", "C", "N", "C", "C", "C", "C", "C", "O", "C", "H", "H", "H", "H", "H", "H", "H", "H", "H", "H", "H", "H", "H", "H", "H", "H", "H", "H", "H", "H", "C", "C", "C", "N", "C", "C", "C", "C", "C", "H", "H", "H", "H", "H", "H", "H", "H", "H", "H", "H", "H", "H", "H", "H", "H", "H", "H", "C", "C", "C", "N", "C", "C", "C", "C", "C", "H", "H", "H", "H", "H", "H", "H", "H", "H", "H", "H", "H", "H", "H", "H", "H", "H", "H", "Cl"], "xyz": [[-1.02, -2.83, -1.82], [-0.26, -1.76, -1.10], [1.20, -2.05, -0.82], [1.79, -0.96, 0.06], [1.42, -3.43, -0.09], [2.86, -3.69, 0.53], [2.01, -2.22, -2.11], [1.88, -1.11, -3.21], [2.25, 0.17, -2.76], [1.75, 1.26, -3.53], [-1.98, -2.39, -2.10], [-1.21, -3.65, -1.13], [-0.58, -3.22, -2.73], [-0.60, -1.54, -0.09], [-0.23, -0.87, -1.72], [1.55, 0.03, -0.35], [2.87, -1.08, 0.00], [1.37, -1.15, 1.04], [1.17, -4.15, -0.88], [0.69, -3.55, 0.71], [2.84, -4.69, 0.96], [3.29, -3.01, 1.26], [3.62, -3.71, -0.26], [1.70, -3.13, -2.63], [3.08, -2.28, -1.90], [0.89, -1.08, -3.68], [2.66, -1.29, -3.95], [1.89, 1.18, -4.61], [2.24, 2.19, -3.27], [0.67, 1.45, -3.49], [-1.02, -0.58, 4.49], [-2.14, -0.38, 3.55], [-1.96, -1.06, 2.16], [-3.28, -0.97, 1.27], [-3.61, 0.47, 0.84], [-4.45, -1.77, 1.80], [-5.32, -2.38, 0.60], [-4.34, -2.46, -0.57], [-2.97, -1.81, -0.03], [-0.05, -0.40, 4.04], [-1.06, -1.66, 4.64], [-1.05, -0.03, 5.44], [-2.22, 0.67, 3.29], [-3.13, -0.65, 3.93], [-1.80, -2.14, 2.16], [-1.13, -0.63, 1.61], [-2.89, 0.79, 0.09], [-3.76, 1.14, 1.69], [-4.61, 0.35, 0.42], [-5.16, -1.21, 2.42], [-4.04, -2.58, 2.40], [-6.10, -1.67, 0.32], [-5.78, -3.34, 0.82], [-4.68, -1.92, -1.45], [-4.22, -3.51, -0.83], [-2.35, -1.22, -0.69], [-2.32, -2.60, 0.35], [1.23, 3.00, 3.45], [1.61, 3.50, 2.04], [0.74, 2.91, 0.90], [1.26, 3.03, -0.56], [0.09, 2.83, -1.54], [2.39, 1.96, -0.97], [3.35, 2.60, -1.96], [2.91, 4.02, -2.19], [2.13, 4.24, -0.86], [1.26, 1.91, 3.59], [0.24, 3.24, 3.84], [1.96, 3.31, 4.20], [2.65, 3.26, 1.80], [1.56, 4.58, 2.13], [-0.22, 3.41, 1.01], [0.73, 1.82, 1.00], [-0.29, 1.81, -1.43], [0.39, 3.01, -2.57], [-0.67, 3.57, -1.30], [1.92, 0.99, -1.15], [2.95, 1.74, -0.06], [3.52, 2.02, -2.87], [4.26, 2.66, -1.36], [2.24, 4.08, -3.05], [3.72, 4.74, -2.29], [1.46, 5.10, -0.85], [2.93, 4.32, -0.13], [-0.69, 0.45, 0.09]], "largest_force_ev_per_a": 2.93, "energy_ev": -44816.1950, "e_above_lowest_ev": 7.1972, "total_charge": 2}

***

[5]
{"formula": "C24H56F9N6O11S3", "method": "the ωB97M-V functional and the def2-TZVPD basis", "species": ["O", "S", "O", "N", "S", "O", "O", "S", "O", "O", "C", "F", "F", "C", "F", "F", "C", "F", "F", "C", "F", "F", "F", "H", "C", "C", "C", "O", "C", "N", "H", "H", "H", "H", "H", "H", "H", "H", "H", "H", "H", "C", "C", "C", "O", "C", "N", "H", "H", "H", "H", "H", "H", "H", "H", "H", "H", "H", "C", "C", "C", "O", "C", "N", "H", "H", "H", "H", "H", "H", "H", "H", "H", "H", "H", "C", "C", "C", "O", "C", "N", "H", "H", "H", "H", "H", "H", "H", "H", "H", "H", "H", "C", "C", "C", "O", "C", "N", "H", "H", "H", "H", "H", "H", "H", "H", "H", "H", "H"], "xyz": [[1.87, 0.21, -3.53], [0.47, -0.20, -3.93], [-0.16, -0.84, -2.72], [-0.37, 1.25, -4.28], [-1.30, 1.15, -5.69], [-1.23, -0.15, -6.43], [-0.78, 2.22, -6.63], [-3.29, 1.77, -5.21], [-4.21, 1.78, -6.41], [-3.17, 3.22, -4.79], [-4.04, 0.90, -3.72], [-3.10, 0.75, -2.68], [-5.02, 1.82, -3.20], [-4.84, -0.44, -4.05], [-5.88, -0.19, -4.98], [-5.52, -0.79, -2.85], [-3.97, -1.70, -4.47], [-2.61, -1.60, -4.19], [-4.45, -2.80, -3.70], [-4.11, -2.16, -6.00], [-4.05, -1.14, -6.92], [-3.00, -2.99, -6.26], [-5.23, -2.95, -6.22], [0.62, -1.05, -5.02], [-3.82, 3.18, 2.17], [-2.41, 2.82, 1.71], [-1.81, 3.83, 0.72], [-2.31, 3.71, -0.61], [-3.55, 4.35, -0.84], [-2.41, 1.46, 1.16], [-4.57, 2.96, 1.40], [-4.09, 2.60, 3.05], [-3.90, 4.24, 2.43], [-1.77, 2.83, 2.60], [-0.73, 3.63, 0.64], [-1.91, 4.87, 1.08], [-3.66, 5.27, -0.26], [-4.37, 3.66, -0.62], [-3.61, 4.60, -1.90], [-1.45, 1.19, 0.95], [-2.85, 1.51, 0.24], [1.81, -0.07, -11.63], [1.78, -1.53, -11.18], [0.90, -1.76, -9.93], [1.49, -1.35, -8.71], [1.37, 0.04, -8.43], [3.16, -1.99, -10.96], [2.44, 0.56, -11.00], [2.21, 0.00, -12.65], [0.80, 0.36, -11.64], [1.35, -2.11, -12.00], [0.75, -2.84, -9.83], [-0.09, -1.32, -10.05], [0.42, 0.45, -8.80], [2.21, 0.58, -8.86], [1.41, 0.17, -7.35], [3.14, -2.98, -10.76], [3.48, -1.57, -10.09], [0.86, -0.92, 3.47], [0.82, -0.94, 1.95], [1.95, -1.76, 1.31], [3.22, -1.12, 1.31], [3.93, -1.22, 2.53], [0.81, 0.45, 1.46], [1.64, -0.26, 3.86], [-0.09, -0.56, 3.87], [1.03, -1.92, 3.87], [-0.13, -1.40, 1.66], [1.70, -1.92, 0.25], [2.02, -2.76, 1.76], [3.75, -2.18, 3.03], [3.67, -0.39, 3.19], [5.00, -1.14, 2.31], [0.68, 0.43, 0.44], [1.76, 0.81, 1.57], [6.41, -2.10, 8.15], [6.96, -2.15, 6.72], [6.06, -1.44, 5.69], [4.90, -2.18, 5.32], [3.82, -2.07, 6.22], [7.20, -3.55, 6.36], [5.59, -2.80, 8.30], [7.19, -2.36, 8.86], [6.06, -1.09, 8.39], [7.92, -1.63, 6.73], [6.64, -1.32, 4.77], [5.78, -0.43, 6.02], [3.76, -1.08, 6.68], [3.89, -2.85, 6.99], [2.90, -2.25, 5.66], [7.66, -3.58, 5.45], [6.30, -3.98, 6.18], [-2.45, 1.81, 5.87], [-2.48, 0.35, 6.31], [-3.36, 0.09, 7.55], [-2.76, 0.49, 8.78], [-2.88, 1.87, 9.07], [-1.10, -0.12, 6.51], [-1.82, 2.43, 6.51], [-2.05, 1.90, 4.86], [-3.45, 2.24, 5.87], [-2.91, -0.22, 5.48], [-3.51, -0.99, 7.63], [-4.35, 0.54, 7.44], [-3.83, 2.29, 8.71], [-2.04, 2.42, 8.65], [-2.84, 1.99, 10.16], [-1.12, -1.12, 6.70], [-0.77, 0.29, 7.39]], "largest_force_ev_per_a": 8.70, "energy_ev": -114215.8800, "total_charge": -1}

***

- Which formula does entry 5 have?
  C24H56F9N6O11S3